Record 1
{"formula": "C4H15N2O2", "method": "ωB97M-V with the def2-TZVPD basis set", "de_lowest_kcal_mol": 38.2, "orbital_gap_ev": [10.9, 5.9], "fmax_ha_per_bohr": 0.035, "spin_multiplicity": 2, "s_squared": 0.75, "lumo_ha": [-0.2644, -0.4497], "total_charge": 2, "e_tot_ev": -11447.1612, "elements": ["N", "C", "C", "O", "C", "N", "C", "H", "H", "H", "H", "H", "H", "H", "H", "H", "H", "H", "H", "H", "H", "H", "O"], "xyz": [[0.932, -0.137, 0.261], [-0.224, 0.276, 1.167], [-0.298, 1.811, 1.134], [0.862, 2.279, 0.458], [-1.567, -0.497, 0.735], [-1.446, -1.385, -0.393], [-1.866, -0.918, -1.687], [1.821, 0.320, 0.487], [0.697, 0.077, -0.709], [1.168, -1.137, 0.255], [0.128, -0.060, 2.133], [-0.375, 2.310, 2.106], [-1.211, 2.182, 0.641], [1.014, 3.212, 0.663], [-1.946, -1.028, 1.608], [-2.164, 0.341, 0.435], [-1.588, -2.384, -0.210], [-1.490, 0.071, -1.968], [-2.969, -0.921, -1.690], [-1.552, -1.645, -2.433], [4.155, -0.158, -0.831], [4.262, -1.678, -1.049], [3.655, -0.932, -1.111]], "forces_ev_per_angstrom": [[-0.3, -0.7, -0.5], [1.2, -0.8, -0.2], [-0.4, 1.5, -0.3], [-0.2, -0.2, 0.1], [1.5, 0.6, 0.7], [-1.4, 0.6, 0.2], [0.7, -0.7, -0.6], [-0.2, 0.5, 0.0], [0.6, 0.4, -0.1], [-0.2, 0.0, 0.3], [-0.4, -0.2, 0.4], [0.2, -0.8, 0.3], [0.1, -0.4, -0.3], [0.0, -0.1, 0.0], [-0.1, 0.0, -0.2], [-0.9, 0.1, -0.2], [0.4, 0.1, -0.1], [-0.2, 0.0, 0.4], [-0.1, 0.1, 0.1], [-0.1, -0.1, -0.1], [0.3, -0.1, -0.2], [0.1, 0.0, -0.1], [-0.6, 0.2, 0.4]]}



Record 2
{"formula": "C4H15N2OS", "method": "ωB97M-V with the def2-TZVPD basis set", "de_lowest_kcal_mol": 20.9, "orbital_gap_ev": 9.5, "fmax_ha_per_bohr": 0.006, "lumo_ha": -0.1212, "total_charge": 1, "e_tot_ev": -20247.4503, "elements": ["C", "C", "S", "N", "H", "H", "H", "H", "H", "H", "H", "H", "C", "N", "C", "O", "H", "H", "H", "H", "H", "H", "H"], "xyz": [[-1.207, -1.348, -0.639], [-2.718, -1.274, -0.418], [-3.528, -1.737, -1.980], [-0.489, -1.745, 0.631], [-0.780, -0.394, -0.928], [-0.937, -2.084, -1.393], [-3.006, -0.261, -0.147], [-3.028, -1.951, 0.381], [-4.780, -1.521, -1.559], [0.502, -1.386, 0.619], [-0.492, -2.757, 0.746], [-0.971, -1.337, 1.433], [1.933, 3.033, 0.637], [1.596, 1.622, 0.832], [2.057, 0.799, -0.249], [1.953, -0.596, 0.107], [3.013, 3.141, 0.662], [1.513, 3.617, 1.447], [1.568, 3.439, -0.307], [0.592, 1.517, 0.932], [1.507, 0.911, -1.189], [3.101, 1.039, -0.434], [2.603, -0.728, 0.814]], "forces_ev_per_angstrom": [[0.1, -0.1, 0.1], [0.0, 0.0, -0.1], [0.0, 0.0, 0.0], [-0.1, 0.1, 0.0], [-0.1, 0.1, -0.1], [0.0, 0.0, 0.0], [0.0, 0.0, 0.1], [0.0, -0.1, -0.1], [0.0, 0.0, 0.0], [-0.1, 0.0, -0.3], [0.0, 0.0, 0.1], [0.1, -0.1, 0.1], [0.0, -0.1, 0.1], [-0.1, -0.2, -0.1], [0.0, -0.1, 0.1], [0.0, 0.1, 0.2], [0.1, 0.1, 0.0], [0.0, 0.1, 0.1], [-0.1, 0.1, -0.1], [0.0, 0.1, 0.0], [-0.1, -0.1, 0.0], [0.1, 0.0, -0.1], [-0.1, -0.1, -0.1]]}



Record 3
{"formula": "C4H15N2OTi", "method": "ωB97M-V with the def2-TZVPD basis set", "de_lowest_kcal_mol": 0.0, "orbital_gap_ev": [2.7, 7.0], "fmax_ha_per_bohr": 0.052, "spin_multiplicity": 3, "s_squared": 2.00, "lumo_ha": [0.1122, 0.1176], "total_charge": -1, "e_tot_ev": -32529.3585, "elements": ["C", "Ti", "N", "H", "H", "H", "H", "H", "H", "H", "H", "C", "N", "C", "C", "O", "H", "H", "H", "H", "H", "H", "H"], "xyz": [[-1.158, 1.650, -3.469], [-0.497, 0.840, -1.661], [0.405, -1.090, -2.360], [-2.070, 0.498, -1.384], [0.703, 1.738, -1.051], [-1.176, 2.573, -2.826], [-2.047, 1.189, -3.872], [-0.109, 1.524, -3.882], [0.176, -1.957, -1.838], [1.430, -1.052, -2.234], [0.328, -1.402, -3.337], [-1.027, -0.485, 2.446], [0.402, -0.264, 2.260], [1.396, -0.581, 3.268], [0.778, 0.035, 1.015], [-0.105, 0.013, 0.110], [-1.176, -0.753, 3.475], [-1.406, -1.261, 1.768], [-1.570, 0.441, 2.197], [2.040, -1.406, 2.916], [2.018, 0.313, 3.413], [0.817, -0.865, 4.189], [1.849, 0.300, 0.856]], "forces_ev_per_angstrom": [[1.7, 0.3, 0.8], [0.0, -1.4, -2.0], [0.5, -1.3, -0.4], [-1.8, -0.2, 0.8], [1.7, 1.9, 0.7], [-0.6, -0.3, -1.0], [0.1, 0.4, -0.5], [-1.3, 0.2, -0.4], [-0.1, 0.7, 0.0], [-0.2, 0.2, 0.2], [-0.2, 0.4, 0.2], [0.2, 0.2, -0.5], [-0.2, 0.2, -0.2], [-0.6, 0.1, 0.3], [-0.6, -0.4, -1.0], [1.3, -0.5, 2.2], [-0.3, -0.1, 0.5], [0.1, 0.0, 0.2], [0.1, -0.4, 0.2], [-0.2, 0.1, 0.3], [-0.1, -0.3, 0.4], [1.0, 0.3, -0.7], [-0.8, -0.2, -0.1]]}



Record 4
{"formula": "C4H15N2S", "method": "ωB97M-V with the def2-TZVPD basis set", "de_lowest_kcal_mol": 36.3, "orbital_gap_ev": 8.3, "fmax_ha_per_bohr": 0.042, "lumo_ha": -0.1320, "total_charge": 1, "e_tot_ev": -18199.4613, "elements": ["N", "C", "C", "N", "H", "H", "H", "H", "H", "H", "H", "H", "H", "C", "C", "S", "H", "H", "H", "H", "H", "H"], "xyz": [[-1.676, -0.147, 0.046], [-1.768, -1.398, -0.776], [-0.359, -1.761, -1.216], [-0.434, -2.880, -2.136], [-1.174, -0.335, 0.922], [-1.234, 0.661, -0.416], [-2.597, 0.145, 0.364], [-2.172, -2.163, -0.135], [-2.504, -1.146, -1.584], [0.159, -0.895, -1.752], [0.207, -2.041, -0.335], [0.484, -2.971, -2.662], [-0.465, -3.747, -1.546], [0.702, 1.398, 0.849], [1.890, 2.071, 1.513], [1.775, 3.896, 1.520], [0.686, 1.739, -0.184], [-0.243, 1.651, 1.347], [0.864, 0.274, 0.826], [1.962, 1.693, 2.599], [2.823, 1.813, 0.906], [3.075, 4.142, 1.849]], "forces_ev_per_angstrom": [[-0.4, 0.0, 1.1], [-0.3, 1.0, -1.1], [0.4, 0.7, -1.3], [1.5, -1.5, 0.0], [0.3, 0.2, -0.4], [0.0, -0.5, 0.0], [-0.3, 0.2, -0.2], [-0.3, -0.3, 0.2], [0.9, -0.6, 0.4], [-0.8, -0.9, 0.8], [0.4, 0.4, 0.4], [-1.6, 0.2, 0.8], [-0.1, 0.9, -1.0], [0.5, -0.7, -0.1], [1.5, -0.8, 1.0], [0.2, -0.1, 0.0], [-0.3, 0.0, -0.3], [0.2, 0.0, 0.0], [-0.1, 1.2, 0.2], [0.2, 0.5, -1.7], [-1.2, 0.1, 1.1], [-0.6, -0.2, -0.1]]}



Record 5
{"formula": "C4H15N3O", "method": "ωB97M-V with the def2-TZVPD basis set", "de_lowest_kcal_mol": 41.9, "orbital_gap_ev": [9.1, 4.3], "fmax_ha_per_bohr": 0.045, "spin_multiplicity": 2, "s_squared": 0.79, "lumo_ha": [-0.4753, -0.6478], "total_charge": 3, "e_tot_ev": -10876.0227, "elements": ["C", "C", "C", "N", "C", "N", "N", "H", "H", "H", "H", "H", "H", "H", "H", "H", "H", "H", "H", "H", "H", "H", "O"], "xyz": [[0.743, 0.919, -2.145], [0.006, 0.627, -0.823], [1.021, 0.279, 0.299], [-0.990, -0.331, 3.273], [-0.144, 0.212, 2.402], [0.336, -0.475, 1.364], [-0.163, 1.714, -3.074], [1.022, -0.012, -2.640], [1.639, 1.501, -1.935], [-0.494, 1.565, -0.507], [-0.868, -0.032, -0.865], [1.802, -0.338, -0.160], [1.550, 1.155, 0.682], [-1.185, 0.282, 4.085], [-1.152, -1.341, 3.441], [0.015, 1.284, 2.485], [0.282, -1.518, 1.312], [-1.083, 1.271, -3.118], [0.247, 1.780, -4.011], [-0.255, 2.639, -2.666], [-0.229, -4.122, 0.472], [-1.409, -3.716, 1.324], [-0.689, -3.343, 0.806]], "forces_ev_per_angstrom": [[-0.3, -0.8, 0.2], [-1.3, 1.7, 0.1], [0.6, -0.9, -0.1], [2.0, 0.6, 0.5], [-2.0, -0.6, 1.0], [1.3, 0.7, -0.8], [0.7, -0.7, 1.0], [0.0, 0.2, -0.1], [0.0, 0.1, -0.3], [0.4, -0.1, 0.1], [0.6, -0.6, -0.4], [-0.2, -0.5, 0.3], [-0.5, 0.1, 0.3], [-0.6, -0.3, -0.2], [-0.2, 0.2, -0.5], [0.2, 0.0, -0.1], [-0.6, -0.4, -0.3], [-0.1, 0.1, -0.4], [-0.1, 0.1, -0.2], [-0.3, 0.5, -0.3], [0.2, -0.1, -0.1], [-0.2, -0.1, 0.0], [0.3, 0.7, 0.4]]}



Record 6
{"formula": "C4H15N3S", "method": "ωB97M-V with the def2-TZVPD basis set", "de_lowest_kcal_mol": 0.0, "orbital_gap_ev": 10.7, "fmax_ha_per_bohr": 0.068, "lumo_ha": -0.2583, "total_charge": 2, "e_tot_ev": -19678.6329, "elements": ["C", "C", "C", "C", "N", "N", "N", "S", "H", "H", "H", "H", "H", "H", "H", "H", "H", "H", "H", "H", "H", "H", "H"], "xyz": [[0.325, 0.669, 1.928], [0.715, -0.473, -2.089], [1.501, 0.526, -1.841], [-0.110, -0.471, 1.044], [-1.350, -0.685, 0.714], [-3.335, 0.602, 1.536], [0.931, -1.348, 0.809], [3.243, 0.690, -2.580], [1.426, 0.667, 2.026], [-0.123, 1.669, 1.592], [-0.091, 0.551, 3.027], [-0.253, -0.291, -1.660], [1.049, -1.505, -2.313], [1.064, 1.506, -1.420], [-1.561, -1.645, 0.479], [-2.290, -0.019, 0.945], [-4.140, 0.079, 1.135], [-3.488, 1.606, 1.183], [-3.044, 0.574, 2.506], [3.136, -0.221, -3.646], [1.659, -1.293, 1.517], [0.738, -2.317, 0.667], [4.136, 0.053, -1.745]], "forces_ev_per_angstrom": [[-1.3, 1.5, 1.2], [0.3, -2.0, 0.9], [1.1, 3.0, -0.3], [0.7, -1.0, 1.6], [1.4, -0.6, -0.4], [-0.7, 2.2, -2.6], [-0.7, 0.6, 1.0], [-1.1, -0.3, -0.2], [-0.7, 0.5, -0.2], [1.0, -1.3, 0.4], [0.7, -0.2, -2.2], [-0.6, -0.4, -0.4], [-0.5, 0.9, -0.5], [1.4, -1.4, -0.8], [0.0, -0.1, -0.5], [0.3, 0.4, 0.5], [0.5, 0.2, 1.6], [0.4, -1.9, 1.1], [-1.2, -0.2, 0.2], [0.3, 0.5, 1.2], [0.0, 0.3, -0.3], [-0.5, -0.6, -0.6], [-0.7, -0.1, -0.4]]}



Record 7
{"formula": "C4H15NO2", "method": "ωB97M-V with the def2-TZVPD basis set", "de_lowest_kcal_mol": 12.8, "orbital_gap_ev": [3.0, 9.2], "fmax_ha_per_bohr": 0.036, "spin_multiplicity": 2, "s_squared": 0.75, "lumo_ha": [0.1445, 0.1382], "total_charge": -1, "e_tot_ev": -9974.8816, "elements": ["C", "C", "C", "N", "C", "H", "H", "H", "H", "H", "H", "H", "H", "H", "H", "H", "H", "H", "O", "H", "H", "O"], "xyz": [[-1.660, -1.316, 0.741], [-1.233, 0.123, 1.001], [0.221, 0.585, 0.730], [0.577, 0.430, -0.676], [1.888, 0.922, -1.100], [-0.839, -2.010, 0.585], [-2.161, -1.820, 1.576], [-2.343, -1.410, -0.106], [-1.925, 0.839, 0.560], [-1.298, 0.325, 2.081], [0.213, 1.664, 0.900], [0.918, -0.003, 1.331], [0.367, -0.472, -1.081], [1.813, 2.011, -1.210], [2.669, 0.702, -0.367], [2.066, 0.491, -2.081], [-1.928, 1.712, -2.591], [-0.715, 1.761, -1.586], [-1.282, 2.303, -2.174], [0.838, -2.072, 0.929], [2.314, -2.317, 1.019], [1.500, -2.447, 1.518]], "forces_ev_per_angstrom": [[-0.1, -0.6, 0.0], [0.5, 0.6, 1.3], [-0.8, -0.9, -1.5], [-0.5, 0.8, -0.6], [-1.1, 0.1, 0.4], [0.1, 0.1, -0.5], [-0.2, 0.6, 0.2], [0.2, 0.0, -0.1], [0.0, -0.1, -0.3], [-0.3, -0.2, -0.1], [0.5, -0.1, 0.5], [0.1, 0.5, 0.6], [0.1, -0.3, 0.3], [0.2, 0.0, 0.0], [0.2, -0.2, -0.2], [0.5, 0.0, 0.0], [0.5, 0.0, 0.4], [-0.1, -0.4, -0.3], [-0.3, 0.2, -0.1], [-0.1, -0.1, -0.2], [0.5, 0.0, -0.3], [-0.1, -0.1, 0.6]]}



Record 8
{"formula": "C4H15NO2", "method": "ωB97M-V with the def2-TZVPD basis set", "smiles": "CC(C)CN.O.O", "de_lowest_kcal_mol": 48.9, "orbital_gap_ev": 9.6, "fmax_ha_per_bohr": 0.123, "lumo_ha": 0.0232, "e_tot_ev": -9974.9647, "elements": ["C", "C", "C", "C", "N", "H", "H", "H", "H", "H", "H", "H", "H", "H", "H", "H", "O", "H", "H", "O", "H", "H"], "xyz": [[-1.771, -0.369, -1.375], [-1.498, -0.442, -2.796], [-2.625, 0.191, -3.803], [-0.140, 0.230, -3.144], [1.143, -0.287, -2.616], [-2.372, 0.552, -1.034], [-0.965, -0.314, -0.643], [-2.689, -0.977, -0.983], [-1.467, -1.506, -3.039], [-2.563, -0.094, -4.887], [-3.564, -0.149, -3.392], [-2.719, 1.249, -3.767], [-0.351, 1.328, -2.819], [-0.132, 0.500, -4.192], [1.427, -1.189, -3.049], [1.211, -0.067, -1.660], [1.784, -0.926, 6.174], [1.152, -0.610, 6.806], [1.622, -1.853, 5.984], [2.562, 1.569, 5.306], [2.293, 0.677, 5.491], [2.552, 1.655, 4.368]], "forces_ev_per_angstrom": [[-4.6, 1.8, 3.9], [0.5, 0.2, -3.6], [0.8, -1.7, 1.0], [-0.8, 2.2, 0.8], [-1.5, 0.2, -2.9], [1.2, -0.1, -1.1], [0.2, -0.8, -0.4], [2.1, -0.3, -0.8], [0.2, -0.1, -0.4], [0.3, -0.1, 1.2], [-0.5, -0.3, -0.2], [0.5, 1.1, 0.2], [0.9, -1.5, 0.3], [0.5, -1.0, -0.7], [-0.3, 1.1, 1.4], [0.6, -0.7, 1.1], [0.7, -0.1, -0.5], [-0.6, -0.1, 0.5], [-0.2, 0.1, 0.2], [0.3, 1.0, 0.8], [-0.1, -0.9, 0.0], [0.0, 0.1, -1.0]]}



Record 9
{"formula": "C4H15NO2", "method": "ωB97M-V with the def2-TZVPD basis set", "smiles": "CCCNC.O.O", "de_lowest_kcal_mol": 70.2, "orbital_gap_ev": 9.3, "fmax_ha_per_bohr": 0.121, "lumo_ha": 0.0236, "e_tot_ev": -9974.0428, "elements": ["C", "C", "C", "N", "C", "H", "H", "H", "H", "H", "H", "H", "H", "H", "H", "H", "O", "H", "H", "O", "H", "H"], "xyz": [[-1.680, -2.226, -0.834], [-0.383, -1.650, -0.229], [-0.691, -0.581, 0.951], [0.301, 0.521, 0.800], [0.594, 1.311, 1.913], [-1.969, -2.915, -0.033], [-2.484, -1.503, -1.054], [-1.596, -2.898, -1.719], [0.148, -2.393, 0.188], [0.114, -1.175, -1.180], [-1.727, -0.221, 0.868], [-0.767, -1.183, 1.858], [0.425, 1.226, 0.035], [-0.245, 1.456, 2.647], [1.579, 0.886, 2.376], [0.822, 2.423, 1.494], [-1.643, 2.991, 0.082], [-1.049, 3.737, 0.199], [-1.088, 2.207, 0.023], [3.577, 0.200, -3.092], [3.298, -0.022, -2.206], [4.465, -0.192, -3.087]], "forces_ev_per_angstrom": [[-0.2, -1.2, 0.8], [-2.6, 4.6, -3.3], [0.1, -0.1, -3.7], [-0.3, -0.2, -0.7], [2.1, 2.6, 1.7], [-1.0, 0.0, -0.2], [0.5, -0.2, 0.3], [0.5, 0.7, 0.4], [2.3, -2.6, 1.0], [-0.1, -0.5, 2.3], [0.1, 0.1, -0.3], [1.2, 0.7, 0.5], [-1.2, -2.6, -0.1], [0.8, -0.3, -0.4], [-1.8, 1.2, 0.1], [-0.2, -2.4, 1.4], [-0.2, 0.1, -0.1], [0.1, 0.0, 0.0], [0.0, 0.0, 0.1], [0.7, -0.3, 0.0], [-0.5, 0.0, 0.4], [-0.2, 0.2, -0.4]]}



Record 10
{"formula": "C4H15NO2", "method": "ωB97M-V with the def2-TZVPD basis set", "smiles": "CCNCC.O.O", "de_lowest_kcal_mol": 26.2, "orbital_gap_ev": 9.0, "fmax_ha_per_bohr": 0.018, "lumo_ha": 0.0170, "e_tot_ev": -9975.9518, "elements": ["C", "C", "N", "C", "C", "H", "H", "H", "H", "H", "H", "H", "H", "H", "H", "H", "O", "H", "H", "O", "H", "H"], "xyz": [[1.728, 1.071, 0.936], [1.117, 0.177, 2.035], [0.643, -1.112, 1.556], [-0.760, -1.407, 1.815], [-1.207, -2.685, 1.097], [1.025, 1.832, 0.601], [2.113, 0.437, 0.148], [2.614, 1.584, 1.307], [1.845, 0.030, 2.830], [0.318, 0.729, 2.528], [0.865, -1.253, 0.579], [-0.868, -1.571, 2.887], [-1.382, -0.544, 1.546], [-0.879, -2.702, 0.058], [-0.835, -3.552, 1.632], [-2.301, -2.693, 1.106], [0.231, 0.921, -4.674], [-0.364, 0.483, -5.291], [-0.234, 1.747, -4.450], [-1.012, 2.903, -3.050], [-0.892, 2.182, -2.424], [-1.767, 3.424, -2.773]], "forces_ev_per_angstrom": [[0.2, -0.3, 0.8], [0.3, 0.3, 0.0], [-0.1, -0.2, -0.1], [0.5, -0.2, -0.2], [-0.3, 0.8, 0.4], [0.0, -0.2, -0.4], [-0.2, 0.0, -0.5], [-0.1, 0.2, 0.2], [0.3, -0.1, 0.0], [-0.4, 0.0, 0.0], [-0.1, 0.1, 0.0], [-0.2, 0.1, 0.1], [-0.3, -0.1, -0.1], [0.1, 0.0, 0.0], [0.1, -0.2, -0.1], [0.1, -0.3, -0.1], [-0.3, 0.2, 0.0], [0.1, 0.0, 0.0], [0.2, -0.2, 0.0], [0.2, 0.0, -0.3], [-0.2, 0.1, 0.1], [-0.1, -0.1, 0.2]]}